<A>
Entry from OMol25: a 4-piece molecular cluster, C3H9N2 overall (the ωB97M-V functional and the def2-TZVPD basis).

```
14
Properties=species:S:1:pos:R:3:nbo_charge:R:1
N -0.6003 0.5868 -2.5956 0.100
N 0.0614 0.4415 3.2186 -0.203
C 0.9050 -1.5563 2.0157 0.159
C -0.4719 1.5135 -1.6649 -0.346
C 0.7084 -0.6766 3.1178 -0.105
H -1.3478 2.0796 -1.3313 0.280
H 1.1995 -1.0874 4.0118 0.218
H 0.4806 1.8996 -1.5126 0.337
H 0.4712 -1.2820 1.0538 0.230
H -0.3447 0.6818 2.3471 0.360
H -1.3333 -0.6705 -5.6824 0.012
H -0.3541 1.1550 0.1541 -0.260
H -0.8384 -0.6376 -5.2927 -0.012
H 1.4643 -2.4474 2.1604 0.231
```

Values from the calculation:
Highest occupied orbital energy: -12.436 eV
Net charge: +1

<B>
Entry from OMol25: an isolated ion of composition C3H9N2 and charge +1 (the ωB97M-V functional and the def2-TZVPD basis).

```
14
Properties=species:S:1:pos:R:3:nbo_charge:R:1
N 0.1582 -1.3306 -1.2038 -0.657
N -0.6094 1.8471 0.5331 -0.766
C 0.6238 -0.8347 1.1930 -0.676
C -0.4322 0.8483 -0.3453 0.067
C 0.1809 -0.3246 -0.1326 -0.042
H -0.1566 -1.3680 1.7485 0.235
H 0.0730 -0.8596 -2.1079 0.449
H -0.2951 1.7636 1.4865 0.405
H 1.4035 -1.5787 1.1246 0.229
H -0.9689 2.7484 0.2800 0.421
H -0.5880 -2.0132 -1.0563 0.435
H 0.9782 -0.0901 1.9065 0.253
H 1.0321 -1.8649 -1.2234 0.441
H -0.9643 0.9644 -1.2774 0.204
```

Values from the calculation:
Highest occupied orbital energy: -12.817 eV
Net charge: +1

<C>
Entry from OMol25: C3H9N2 as an isolated structure (the ωB97M-V functional and the def2-TZVPD basis).

```
14
Properties=species:S:1:pos:R:3:nbo_charge:R:1
N 0.2203 -1.3111 -1.9725 -0.792
N -0.0388 0.4984 1.8707 -0.679
C -0.1742 0.7836 -0.7269 -0.452
C -0.5313 -0.6361 -1.0237 0.129
C 0.4613 0.2865 0.5168 -0.237
H -1.0421 1.2084 -0.3362 0.214
H -1.0072 0.8481 1.8565 0.441
H 1.3826 -0.3257 0.4886 0.231
H 0.2922 1.1980 -1.5627 0.235
H -0.0412 -0.4627 2.4938 0.460
H 0.6399 -0.7261 -2.7050 0.395
H 0.5516 1.1603 2.2598 0.436
H -1.4950 -0.8960 -0.6897 0.205
H 0.6148 -2.2163 -1.9520 0.415
```

Values from the calculation:
Highest occupied orbital energy: -12.237 eV
Net charge: +1

Most stable structure: <B>

<A>
Entry from OMol25: an isolated ion of composition C3H9N2 and charge +1 (the ωB97M-V functional and the def2-TZVPD basis).

```
14
Properties=species:S:1:pos:R:3:nbo_charge:R:1
N -1.1955 -0.3950 1.1160 -0.270
N -0.3188 -0.0149 -1.1444 -0.282
C -1.7661 -0.3280 -0.0918 -0.092
C 1.6948 0.0163 0.3793 -0.623
C 0.6640 0.7482 -0.4317 -0.307
H 2.3559 -0.6152 -0.2017 0.239
H -2.1306 -1.1873 -0.6487 0.218
H -2.3779 0.5586 -0.1835 0.274
H 1.1733 -0.5691 1.1367 0.237
H 1.0508 1.5595 -1.1047 0.320
H 2.2603 0.7926 0.9337 0.255
H -1.6307 -1.1808 1.6219 0.386
H 0.0514 1.4248 0.2019 0.248
H 0.1691 -0.8097 -1.5832 0.395
```

Values from the calculation:
Highest occupied orbital energy: -15.223 eV
Net charge: +1

<B>
Entry from OMol25: a 2-piece molecular cluster, C3H9N2 overall (the ωB97M-V functional and the def2-TZVPD basis).

```
14
Properties=species:S:1:pos:R:3:nbo_charge:R:1
N 1.2516 -2.2123 0.2044 -0.702
N -1.1996 1.0239 -0.4220 -0.434
C 0.7864 -1.1488 0.8338 -0.119
C -1.1542 0.7666 0.8342 0.114
C -0.0302 1.2948 -1.2008 -0.453
H -0.2265 0.8695 1.3642 0.233
H -2.0568 0.6861 1.4927 0.241
H -2.2176 1.0872 -0.8120 0.448
H 1.9270 -2.8206 0.7333 0.404
H 1.2186 -1.2231 1.7854 0.121
H 0.7780 0.8233 -0.7054 0.244
H 0.2256 2.3940 -1.1799 0.246
H 0.8004 -2.5428 -0.6466 0.408
H -0.1027 1.0019 -2.2811 0.251
```

Values from the calculation:
Highest occupied orbital energy: -13.035 eV
Net charge: +1

Most stable structure: <B>

<A>
Entry from OMol25: the molecule C3H2N2O2 (the ωB97M-V functional and the def2-TZVPD basis).

```
9
Properties=species:S:1:pos:R:3:nbo_charge:R:1
O -0.5332 -1.0591 0.4091 -0.386
O -1.2863 0.1877 -1.3519 -0.550
N 0.7522 -1.1729 -0.1397 -0.077
N 0.9037 1.0679 0.4925 -0.598
C 0.0854 1.8092 0.9185 0.395
C -1.4508 -0.3333 -0.2898 0.627
C 1.4250 -0.0949 -0.0254 0.220
H 2.4639 -0.1010 -0.3385 0.226
H -2.3599 -0.3036 0.3253 0.144
```

Values from the calculation:
Highest occupied orbital energy: -11.181 eV

<B>
Entry from OMol25: a 2-piece molecular cluster, C3H2N2O2 overall (the ωB97M-V functional and the def2-TZVPD basis).

```
9
Properties=species:S:1:pos:R:3:nbo_charge:R:1
O -1.7812 -1.5908 0.5058 -0.496
O 2.5809 -0.5703 -0.7512 -0.496
N -1.2170 0.3695 -0.8869 -0.559
N 1.4097 0.5973 0.9101 -0.748
C -1.4005 -0.4993 0.2181 0.584
C -1.0571 0.8594 0.2979 0.032
C 1.9348 -0.1198 0.0969 0.843
H -1.1259 0.6402 -1.8734 0.423
H 0.6564 0.3137 1.4828 0.416
```

Values from the calculation:
Highest occupied orbital energy: -9.418 eV

Most stable structure: <A>

<A>
Entry from OMol25: the molecule C3H2N2O2 (the ωB97M-V functional and the def2-TZVPD basis).

```
9
Properties=species:S:1:pos:R:3:nbo_charge:R:1
O -0.1445 1.2131 0.3318 -0.247
O 1.4520 -0.2255 2.2010 -0.446
N -0.2102 -0.6534 -0.8414 -0.453
N -0.6311 1.5572 -0.9171 -0.112
C 0.6685 -0.7774 1.4750 0.374
C -0.6260 0.4295 -1.5684 0.130
C 0.0741 -0.0970 0.2928 0.389
H 0.3618 -1.8222 1.6260 0.146
H -0.9446 0.3756 -2.5997 0.218
```

Values from the calculation:
Highest occupied orbital energy: -11.128 eV

<B>
Entry from OMol25: the molecule C3H2N2O2 (the ωB97M-V functional and the def2-TZVPD basis).

```
9
Properties=species:S:1:pos:R:3:nbo_charge:R:1
O -1.0947 0.4702 -0.0544 -0.405
O -2.5760 -1.2068 0.0473 -0.537
N 3.7352 -0.4973 0.1754 -0.226
N 0.0284 -0.5115 -0.1887 -0.056
C 2.4530 -0.5764 -0.2035 0.194
C -2.3316 -0.0168 0.0218 0.637
C 1.1179 0.0931 -0.0192 -0.029
H -2.9448 0.9853 0.2298 0.150
H 1.6125 1.2603 -0.0084 0.272
```

Values from the calculation:
Highest occupied orbital energy: -11.253 eV

Most stable structure: <A>

<A>
Entry from OMol25: C3H2N2O2 as an isolated structure (the ωB97M-V functional and the def2-TZVPD basis).

```
9
Properties=species:S:1:pos:R:3:nbo_charge:R:1
O 0.5833 -0.7801 0.1932 -0.611
O 1.4495 1.2874 -0.2334 -0.566
N -1.9457 -1.2011 -0.0031 -0.524
N -0.4759 2.0901 0.0647 -0.066
C -1.1529 -0.2672 0.0667 0.532
C 1.5662 0.1006 -0.0439 0.641
C -1.1622 1.1456 0.0978 0.069
H -1.4717 -2.1039 -0.0480 0.406
H 2.6094 -0.2715 -0.0942 0.119
```

Values from the calculation:
Highest occupied orbital energy: -9.923 eV

<B>
Entry from OMol25: the molecule C3H2N2O2 (the ωB97M-V functional and the def2-TZVPD basis).

```
9
Properties=species:S:1:pos:R:3:nbo_charge:R:1
O 0.2163 -1.2386 -0.2184 -0.245
O -2.5522 -0.5810 -0.5235 -0.447
N 0.5678 0.8935 0.2128 -0.450
N 1.5840 -1.0679 -0.2264 -0.108
C -0.3111 -0.0443 0.0433 0.383
C -1.7913 0.1565 0.0469 0.375
C 1.7343 0.2046 0.0169 0.128
H -2.1128 1.0605 0.5948 0.146
H 2.7098 0.6712 0.0386 0.218
```

Values from the calculation:
Highest occupied orbital energy: -11.132 eV

Most stable structure: <B>

<A>
Entry from OMol25: the molecule C3H2N2O2 (the ωB97M-V functional and the def2-TZVPD basis).

```
9
Properties=species:S:1:pos:R:3:nbo_charge:R:1
O -0.6698 0.5612 -1.4691 -0.475
O 2.0834 1.1483 -1.3198 -0.442
N -0.5119 -0.1469 0.7187 -0.400
N -2.0060 -0.7627 0.2909 -0.112
C -0.0127 0.4251 -0.4724 0.536
C 1.3782 1.0632 -0.3497 0.340
C -1.0884 -1.4203 0.7874 0.194
H -0.8636 -2.3600 1.2710 0.225
H 1.6739 1.4651 0.6372 0.134
```

Values from the calculation:
Highest occupied orbital energy: -10.071 eV

<B>
Entry from OMol25: the molecule C3H2N2O2 (the ωB97M-V functional and the def2-TZVPD basis).

```
9
Properties=species:S:1:pos:R:3:nbo_charge:R:1
O 0.2687 -1.3567 -0.0380 -0.277
O -2.7122 0.2568 -0.2839 -0.435
N 0.4895 0.7244 -0.7433 -0.432
N 1.4494 -0.8963 0.4964 -0.111
C -0.2936 -0.3164 -0.6808 0.361
C -1.6028 -0.0089 0.0395 0.415
C 1.5336 0.3229 0.0407 0.123
H -1.1986 0.0198 1.0794 0.136
H 2.3064 0.9985 0.3731 0.220
```

Values from the calculation:
Highest occupied orbital energy: -11.145 eV

<C>
Entry from OMol25: the molecule C3H2N2O2 (the ωB97M-V functional and the def2-TZVPD basis).

```
9
Properties=species:S:1:pos:R:3:nbo_charge:R:1
O 0.6159 -0.6514 -0.0243 -0.531
O 2.1951 0.8435 -0.7843 -0.471
N -2.2582 0.8153 0.4953 -0.401
N -1.6169 -0.3734 -0.0779 -0.434
C -0.4119 0.1654 -0.2616 0.488
C -1.2948 1.6370 0.4839 0.165
C 1.9171 -0.1891 -0.2765 0.655
H -1.7578 -1.2834 0.3697 0.386
H 2.6116 -0.9639 0.0756 0.142
```

Values from the calculation:
Highest occupied orbital energy: -9.444 eV

<D>
Entry from OMol25: a 2-piece molecular cluster, C3H2N2O2 overall (the ωB97M-V functional and the def2-TZVPD basis).

```
9
Properties=species:S:1:pos:R:3:nbo_charge:R:1
O 2.2068 1.6240 -0.6362 -0.515
O -2.9645 0.8829 0.0280 -0.513
N -1.2131 -0.5849 -0.7192 -0.573
N 1.9013 -0.0281 0.9847 -0.767
C 2.0962 0.7393 0.0983 0.848
C -1.1643 -0.9239 0.5777 0.087
C -2.1087 0.0737 0.0927 0.581
H 2.0176 -0.9956 1.1748 0.435
H -0.7715 -0.7874 -1.6007 0.418
```

Values from the calculation:
Highest occupied orbital energy: -9.497 eV

Most stable structure: <B>